Computed, not measured: a cluster of 2 separate species, CH4FOPS in total, with wB97M-V/def2-TZVPD.

Structure (XYZ):
```
9
Properties=species:S:1:pos:R:3:mulliken_charge:R:1
C -1.4500 0.9709 -1.0924 -0.691
P -2.7122 0.3931 -0.1250 0.696
F -3.5833 1.7540 0.2631 -0.267
S -3.7796 -1.1394 0.2872 -0.303
H -0.7830 0.1323 -1.4734 0.257
H -1.1573 1.9432 -0.9788 0.302
O 0.7291 -0.9248 1.0130 -0.620
H 0.7057 -0.6687 0.1123 0.311
H 0.5310 -1.8395 1.1143 0.316
```

Computed properties:
**Net charge**: 0
**Energy relative to the best compared isomer or geometry (same formula, charge and spin)**: 66.14 kcal/mol
**Electronic energy**: -955.12519 Ha
**Structure (SMILES)**: C=P(F)=S.O

---

Computed, not measured: a cluster of 2 separate species, C31H49N4O4S2 in total, with wB97M-V/def2-TZVPD.

Structure (XYZ):
```
90
Properties=species:S:1:pos:R:3:mulliken_charge:R:1
C -5.7278 4.5617 -4.4619 -0.734
C -4.6298 5.6013 -4.0019 -0.684
C -3.1510 5.1136 -4.2500 -0.324
C -2.6951 4.1697 -3.0413 -0.775
N -1.4638 3.4185 -3.3874 -0.008
C -1.6016 1.9643 -3.2818 -0.399
C -0.4719 1.3362 -2.2939 -0.069
C 0.6750 2.3422 -1.9353 -0.742
C 1.6435 1.7250 -0.8230 -0.530
C 1.0271 1.8039 0.6267 -0.545
S 2.2527 1.7014 1.9943 -0.045
C 2.8698 -0.0042 2.1312 0.182
S 3.1337 -0.8667 0.7262 -0.228
N 3.1841 -0.6566 3.3726 0.258
C 2.8934 0.1646 4.5476 -0.311
C 4.0320 0.5729 5.3815 -0.248
C 3.9005 1.3568 6.6012 -0.505
C 2.5763 1.7810 7.0401 -0.421
C 1.4316 1.3771 6.2107 -0.656
C 1.5650 0.5884 4.9876 0.298
C 2.5658 -1.9771 3.4966 0.101
C 3.3514 -3.0008 4.1774 -0.261
C 2.8675 -4.3698 4.4071 -0.610
C 1.5413 -4.7089 3.9103 -0.439
C 0.7258 -3.6750 3.2445 -0.673
C 1.2240 -2.3319 3.0309 0.190
N 0.0027 0.0599 -2.8533 -0.341
C -1.1684 -0.7798 -3.1432 -0.634
C -1.9116 -0.1625 -4.4341 -0.394
N -1.5240 1.2933 -4.6490 0.019
C -2.5231 1.8549 -5.6294 -0.294
O -3.0388 0.8974 -6.5290 -0.405
C -4.4462 1.2106 -6.7559 -0.241
C -5.1542 0.2028 -7.7256 -0.501
C -5.0662 0.6528 -9.2435 -1.043
H -6.5952 4.6551 -3.7460 0.318
H -5.3793 3.4983 -4.4314 0.028
H -6.1164 4.8712 -5.4729 0.267
H -4.7396 6.6106 -4.4729 0.409
H -4.7569 5.7506 -2.8920 0.279
H -2.4956 6.0311 -4.1794 0.352
H -2.9797 4.6134 -5.2376 0.240
H -2.5080 4.8442 -2.1595 0.371
H -3.5737 3.5277 -2.7709 0.280
H -1.0595 3.7168 -4.2734 0.367
H -2.5836 1.6284 -2.8522 0.393
H -1.0029 1.0959 -1.3247 0.061
H 1.2829 2.5185 -2.8752 0.333
H 0.3244 3.3345 -1.5601 0.194
H 2.6426 2.2354 -0.8711 0.360
H 1.8273 0.6663 -1.1568 0.290
H 0.5491 2.8247 0.7180 0.406
H 0.1877 1.0673 0.7500 0.181
H 5.0490 0.2413 5.0763 0.360
H 4.8196 1.6069 7.1849 0.334
H 2.4370 2.3573 7.9868 0.361
H 0.4280 1.6933 6.5956 0.301
H 0.6516 0.2844 4.4151 0.288
H 4.3776 -2.7790 4.5694 0.331
H 3.4933 -5.1286 4.9418 0.402
H 1.1285 -5.7407 4.0437 0.344
H -0.2909 -3.9723 2.9034 0.322
H 0.6053 -1.5426 2.5325 0.253
H 0.5986 0.1975 -3.6730 0.307
H -0.8781 -1.8477 -3.3530 0.355
H -1.8632 -0.7919 -2.2665 0.323
H -3.0165 -0.2475 -4.2487 0.254
H -1.5821 -0.8061 -5.2943 0.387
H -0.5868 1.3373 -5.0622 0.565
H -3.3419 2.4078 -5.1038 0.005
H -1.9661 2.6174 -6.2550 0.298
H -4.9558 1.1150 -5.7489 0.288
H -4.4919 2.2661 -7.1448 0.321
H -6.2373 0.1582 -7.4268 0.336
H -4.6693 -0.7993 -7.6198 0.254
H -5.0803 1.7651 -9.3750 0.296
H -4.0672 0.2988 -9.6327 0.257
H -5.8868 0.1513 -9.8253 0.342
C 3.0012 -6.3644 8.5746 -0.689
O 4.2791 -6.1728 7.9680 -0.212
C 5.2849 -6.7964 8.5959 0.720
O 5.1884 -7.4726 9.5864 -0.537
O 6.4152 -6.5351 7.9283 -0.292
C 7.5798 -7.1410 8.4897 -0.634
H 2.2705 -5.8157 7.9821 0.204
H 2.7280 -7.4203 8.5722 0.328
H 2.9934 -5.9671 9.5901 0.306
H 7.4891 -8.2277 8.4841 0.291
H 7.7544 -6.7748 9.5020 0.294
H 8.4285 -6.8606 7.8681 0.219
```

Computed properties:
**Net charge**: +1
**Electronic energy**: -2526.56850 Ha

---

Computed, not measured: the molecule C4H4N2, with wB97M-V/def2-TZVPD.

Structure (XYZ):
```
10
Properties=species:S:1:pos:R:3:mulliken_charge:R:1
C 1.1869 -0.4837 -0.3393 0.152
C 0.2871 -1.3301 0.4565 -0.414
N -0.2909 -0.6246 1.3933 -0.167
C -0.9726 0.3807 0.9737 -0.035
N -0.9761 0.5451 -0.4483 -0.563
C 0.4469 0.5208 -0.8342 -0.475
H 2.2032 -0.7552 -0.5896 0.405
H -1.2903 -0.3919 -0.7706 0.352
H -1.4753 1.0903 1.6223 0.370
H 0.7626 1.2867 -1.5375 0.374
```

Computed properties:
**Net charge**: 0
**Energy relative to the best compared isomer or geometry (same formula, charge and spin)**: 100.19 kcal/mol
**Electronic energy**: -264.16677 Ha

---

Computed, not measured: a cluster of 4 separate species, C27H62B2N3O9 in total, with wB97M-V/def2-TZVPD.

Structure (XYZ):
```
103
Properties=species:S:1:pos:R:3:mulliken_charge:R:1
C 6.2329 0.7510 1.4117 -0.772
C 5.2661 1.8020 1.9877 -0.717
N 4.0223 1.2602 2.5485 0.235
C 3.0856 0.7824 1.5166 -0.416
C 2.4949 1.9218 0.6663 -1.818
C 1.2039 1.3659 0.0074 0.742
O 0.0332 1.9069 0.4909 -0.349
B -0.6882 2.7016 -0.5901 0.025
C -2.2051 2.1079 -0.7873 -1.070
C -2.9756 1.8223 0.5320 0.184
C -3.5236 0.3726 0.5234 -0.720
C -4.7411 0.1736 1.4651 -0.281
C -4.2643 -0.3987 2.8083 -0.712
N -3.9365 0.6951 3.7441 -0.566
B -0.5609 4.3100 0.0152 0.391
N -1.0012 4.6357 1.3644 -0.627
O 0.0111 5.4062 -0.7167 -0.647
O 0.1517 2.3892 -1.7799 -0.562
C 1.1309 1.4141 -1.5820 0.518
C 0.5831 0.0447 -2.0391 -0.379
C 1.7223 -0.9785 -1.9655 0.083
C 1.2853 -2.4427 -2.1183 -1.037
O -0.0275 -2.7142 -1.6128 -0.199
C -0.0973 -2.7606 -0.2622 0.766
C 1.0674 -3.2160 0.5930 -1.137
O -1.1046 -2.4811 0.2487 -0.546
C 4.2676 0.3028 3.5527 0.399
C 4.1690 -1.2004 3.2628 -0.971
O 4.5251 0.6285 4.6521 -0.579
H 5.7229 0.0048 0.8077 0.202
H 6.9250 1.2592 0.7507 0.332
H 6.7947 0.2414 2.1961 0.309
H 5.0301 2.5590 1.2442 0.433
H 5.7810 2.3214 2.8008 0.392
H 3.5455 0.0325 0.8567 0.074
H 2.2340 0.3532 2.0437 0.637
H 2.2344 2.7203 1.3594 0.326
H 3.1937 2.2561 -0.1036 0.350
H 1.1103 0.2934 0.2750 -0.400
H -2.8079 2.7548 -1.4374 0.258
H -2.1018 1.1444 -1.3076 0.190
H -3.7924 2.5328 0.6836 0.350
H -2.3315 1.8980 1.4103 0.040
H -3.7929 0.0992 -0.4979 0.616
H -2.7130 -0.2857 0.8352 -0.152
H -5.4499 -0.5252 1.0075 0.325
H -5.2902 1.1042 1.6529 0.100
H -3.3931 -1.0416 2.6985 0.383
H -5.0713 -1.0066 3.2597 0.352
H -3.7394 0.3139 4.6637 0.223
H -4.7455 1.3005 3.8426 0.197
H -1.1048 3.8065 1.9422 0.280
H -0.3382 5.2330 1.8579 0.209
H 0.9111 5.5812 -0.4124 0.249
H 2.0626 1.7436 -2.0595 0.360
H 0.2186 0.1929 -3.0551 0.419
H -0.2281 -0.1849 -1.3510 -0.120
H 2.3666 -0.7801 -2.8306 0.430
H 2.3687 -0.8263 -1.0978 -0.380
H 1.2330 -2.6374 -3.1871 0.515
H 2.0461 -3.1289 -1.7375 0.363
H 0.6414 -3.5929 1.5172 0.395
H 1.7393 -2.3982 0.8518 0.108
H 1.6075 -4.0546 0.1518 0.391
H 4.9560 -1.7161 3.8018 0.389
H 3.1800 -1.5407 3.5694 0.303
H 4.2992 -1.3985 2.1991 0.249
C -9.3021 0.6520 1.8620 -1.424
C -8.1403 0.9942 2.7827 0.836
C -8.6343 1.4653 4.1430 -1.406
O -7.3346 2.0050 2.1857 -0.506
H -9.9284 1.5321 1.6881 0.344
H -8.9333 0.3230 0.8897 0.342
H -9.9244 -0.1389 2.2857 0.381
H -7.5010 0.1181 2.9077 0.103
H -9.2396 2.3709 4.0411 0.346
H -7.7919 1.7137 4.7901 0.326
H -9.2369 0.6982 4.6336 0.369
H -7.8808 2.7908 2.0638 0.317
C 8.7322 1.0274 -2.7363 -1.282
C 8.0581 -0.1727 -2.0879 0.354
C 7.6457 -1.2036 -3.1283 -1.359
O 6.9135 0.2560 -1.3533 -0.348
H 8.0477 1.5266 -3.4277 0.334
H 9.0162 1.7610 -1.9804 0.324
H 9.6265 0.7300 -3.2873 0.380
H 8.7386 -0.6307 -1.3679 0.260
H 6.9271 -0.7744 -3.8320 0.350
H 7.1579 -2.0543 -2.6507 0.326
H 8.5082 -1.5664 -3.6908 0.393
H 6.2987 0.6647 -1.9759 0.254
C -3.6466 -3.3141 -4.1164 -1.283
C -2.2899 -3.8525 -4.5475 0.463
C -2.1734 -5.3449 -4.2678 -1.311
O -1.2585 -3.1531 -3.8644 -0.360
H -3.7904 -3.4495 -3.0411 0.304
H -3.7129 -2.2441 -4.3155 0.323
H -4.4599 -3.8193 -4.6430 0.413
H -2.1442 -3.6678 -5.6142 0.276
H -2.2719 -5.5439 -3.1970 0.296
H -1.1937 -5.7158 -4.5746 0.311
H -2.9427 -5.9104 -4.7987 0.427
H -1.3676 -3.3034 -2.9136 0.194
```

Computed properties:
**Net charge**: -1
**Energy relative to the best compared isomer or geometry (same formula, charge and spin)**: 22.60 kcal/mol
**Electronic energy**: -1957.21996 Ha

---

Computed, not measured: the molecule C3H2N2O2, with wB97M-V/def2-TZVPD.

Structure (XYZ):
```
9
Properties=species:S:1:pos:R:3:mulliken_charge:R:1
N -2.9241 -0.1481 0.1636 -0.344
C -1.7826 0.0322 -0.0291 0.154
C -0.3272 0.1741 -0.2620 0.549
N 0.3573 1.2171 -0.0151 -0.268
O 1.6522 0.7543 0.0997 -0.193
C 1.7421 -0.7234 0.0960 -0.021
O 0.3295 -0.9997 -0.1520 -0.318
H 1.8420 -1.3004 1.1360 0.196
H 2.4779 -1.1167 -0.5862 0.245
```

Computed properties:
**Net charge**: 0
**Energy relative to the best compared isomer or geometry (same formula, charge and spin)**: 79.76 kcal/mol
**Electronic energy**: -375.38443 Ha
**Structure (SMILES)**: N#CC1=NOCO1

---

Q: Which HOMO-LUMO gap values were calculated for the entries above? A: 8.8 6.9 8.1 5.4 10.1, in eV.